# 1
DFT (the ωB97M-V functional and the def2-TZVPD basis) results for the molecule C4H8O.

The multiplicity is 1. As for the orbital gap: 10.8 eV. As for the charge: 0. The highest occupied orbital energy is -9.74 eV.

```
13
Properties=species:S:1:pos:R:3:forces:R:3:mulliken_charge:R:1
C 0.291202 -0.156168 0.068489 -0.249 0.256 -0.037 0.98
H -0.246624 1.375529 -1.454834 0.037 -0.171 0.061 0.24
O 1.381261 -1.030828 0.192161 0.013 -0.206 0.152 -0.56
H 0.750131 -0.024972 -2.083865 -0.092 0.025 0.146 0.27
H -0.865093 -1.661222 -1.091939 0.048 0.166 0.072 0.27
C -0.897664 -0.642532 -0.715497 -0.158 -0.139 0.041 -0.74
H -0.739046 1.451558 1.090696 0.116 -0.125 -0.031 0.33
H 0.999233 1.349396 1.439607 -0.110 -0.103 -0.062 0.29
H -0.127840 0.185421 2.163293 0.038 0.049 -0.155 0.35
C 0.094392 0.760260 1.254354 -0.022 0.038 0.037 -1.30
C 0.074138 0.345903 -1.319649 0.116 0.159 -0.091 -0.72
H 1.175349 -1.660179 0.896349 0.067 0.082 -0.129 0.35
H -1.889439 -0.292167 -0.439164 0.195 -0.029 -0.005 0.24
```
Forces are in eV/Å.

---

# 2
DFT (the ωB97M-V functional and the def2-TZVPD basis) results for the molecule C4H8O in a non-equilibrium geometry.

The multiplicity is 1. As for the orbital gap: 9.7 eV. As for the charge: 0. The highest occupied orbital energy is -8.94 eV.

```
13
Properties=species:S:1:pos:R:3:forces:R:3:mulliken_charge:R:1
H -0.882932 0.883870 1.206140 0.630 -0.390 -0.763 0.28
H 0.580817 1.091638 -1.556751 0.122 -0.928 0.211 0.26
C -0.417957 0.332882 0.345558 -1.253 0.859 1.983 0.40
H -1.940407 -1.174296 0.623977 0.266 0.070 0.247 0.34
O 1.491945 -0.933212 -0.296121 2.892 -4.196 0.499 -0.52
C 1.002587 0.032680 0.513127 -0.201 3.455 -0.335 -0.07
H -0.939352 -1.441699 -0.788313 0.664 -0.268 0.032 0.32
H 1.399842 0.424391 1.469969 0.678 -0.912 -0.800 0.34
H -2.064777 -0.189855 -0.806205 -0.180 -0.031 0.207 0.29
C 0.495426 1.163731 -0.476058 0.308 0.300 0.626 -0.84
H 2.012526 -1.717846 0.135082 -1.768 2.434 -0.722 0.31
C -1.339817 -0.678324 -0.139104 -2.152 -0.568 -1.757 -1.35
H 0.602097 2.206035 -0.231302 -0.004 0.173 0.573 0.25
```
Forces are in eV/Å.

---

# 3
DFT (the ωB97M-V functional and the def2-TZVPD basis) results for the molecule C4H8O in a non-equilibrium geometry.

The multiplicity is 1. As for the orbital gap: 10.7 eV. As for the charge: 0. The highest occupied orbital energy is -9.49 eV.

```
13
Properties=species:S:1:pos:R:3:forces:R:3:mulliken_charge:R:1
H 2.231190 0.398782 -0.065551 -0.698 0.012 -0.372 0.23
H 0.112317 0.859152 1.339841 -0.214 -0.529 -1.274 0.30
H -0.077562 -1.941427 0.805771 -2.567 0.786 -0.580 0.26
O -1.149343 -0.254489 -0.021226 0.541 0.358 -0.385 -0.35
H -0.201685 1.453625 -1.693330 -0.192 0.226 -0.477 0.24
H -1.922507 -2.164814 0.211988 0.778 0.556 0.305 0.23
H 1.222143 -0.418792 -1.374429 -0.054 -0.380 0.328 0.24
C 0.413065 1.496719 -0.822568 -0.208 -0.303 1.065 -0.57
C -0.013029 0.530862 0.264035 0.459 0.198 0.108 0.00
H -1.520312 -1.210851 1.758903 0.356 -0.791 -1.384 0.24
H 0.842901 2.430326 -0.526006 -0.231 0.542 0.017 0.24
C -1.186221 -1.472918 0.683664 1.545 -0.266 2.145 -0.60
C 1.249044 0.293825 -0.561092 0.486 -0.411 0.504 -0.47
```
Forces are in eV/Å.

---

# 4
DFT (the ωB97M-V functional and the def2-TZVPD basis) results for a 2-piece molecular cluster, C4H8O overall.

The multiplicity is 1. As for the orbital gap: 10.1 eV. As for the charge: 0. The highest occupied orbital energy is -10.05 eV.

```
13
Properties=species:S:1:pos:R:3:forces:R:3:mulliken_charge:R:1
C 0.415928 -1.285877 1.310387 -0.067 -0.073 0.230 -0.93
H 0.321098 2.212235 -0.360840 -0.089 -0.111 -0.131 0.33
C -1.456785 1.002895 -0.918358 -0.144 -0.199 -0.165 0.05
H -0.511690 -1.817379 1.089003 0.136 -0.060 0.220 0.25
C -0.005762 1.249731 -0.748387 0.211 -0.132 -0.251 -0.18
H 0.623802 -1.231256 2.375280 -0.096 -0.331 0.142 0.34
H 0.458568 -0.711776 -1.315022 0.060 0.216 -0.002 0.32
H 1.250707 -1.778377 0.796972 -0.180 0.190 0.128 0.24
C 0.841271 0.242469 -0.959104 -0.012 0.334 -0.316 -0.76
H 1.895982 0.287966 -0.704244 -0.109 0.182 -0.262 0.34
O -1.931102 -0.101978 -1.082581 0.152 0.492 0.045 -0.48
H 0.290837 -0.266559 0.959777 0.130 -0.435 0.350 0.13
H -2.113526 1.892630 -0.869159 0.008 -0.073 0.012 0.34
```
Forces are in eV/Å.

---

# 5
DFT (the ωB97M-V functional and the def2-TZVPD basis) results for the molecule C4H8O in a non-equilibrium geometry.

The multiplicity is 1. As for the orbital gap: 10.8 eV. As for the charge: 0. The highest occupied orbital energy is -9.86 eV.

```
13
Properties=species:S:1:pos:R:3:forces:R:3:mulliken_charge:R:1
C 0.374951 -1.062890 0.202495 1.269 -0.260 -1.684 -0.81
H -1.633421 0.169219 -2.102831 2.768 -1.155 0.479 0.32
O -0.710873 -0.227896 -1.839261 -3.358 0.877 -0.271 -0.57
C -0.005027 1.037320 0.163587 -0.195 -0.410 -0.808 -0.83
H 1.074445 -1.357660 -0.675054 -0.732 0.562 1.690 0.19
C 0.844550 0.144266 1.057852 1.325 0.660 0.304 -0.29
H -0.557500 1.860197 0.565390 -0.408 0.436 0.282 0.37
H -1.723099 -0.376593 0.059839 1.025 0.043 -0.823 0.29
H 0.499214 0.224245 2.132255 0.732 -0.584 -1.170 0.26
H 0.564769 1.336215 -0.695368 0.541 0.753 -0.221 0.25
H 0.036990 -1.958573 0.661212 -0.134 -0.796 0.585 0.31
H 1.935425 0.412464 0.882648 -1.195 -0.568 1.041 0.22
C -0.700422 -0.200315 -0.412764 -1.640 0.441 0.594 0.27
```
Forces are in eV/Å.

---

# 6
DFT (the ωB97M-V functional and the def2-TZVPD basis) results for C4H8O as an isolated structure.

The multiplicity is 1. As for the orbital gap: 8.1 eV. As for the charge: 0. The highest occupied orbital energy is -7.35 eV.

```
13
Properties=species:S:1:pos:R:3:forces:R:3:mulliken_charge:R:1
H -1.898356 1.157538 -0.886421 0.096 -0.038 0.091 0.16
H 0.764024 1.033118 -1.840842 0.087 0.012 0.113 0.38
C 0.689844 -1.422070 0.008483 0.227 -0.164 0.105 -1.19
H 0.976942 -1.849690 -0.954768 -0.064 0.075 0.108 0.33
C -0.581820 0.935388 1.009828 0.198 0.058 0.252 -0.52
C -1.374595 0.496096 -0.204250 -0.248 0.120 -0.225 -1.13
H -0.641876 0.362065 1.938566 0.008 0.078 -0.179 0.20
H 0.133168 -2.133810 0.630373 0.012 0.128 -0.093 0.38
H 1.566779 -1.081260 0.555127 -0.135 -0.033 -0.080 0.39
O 1.075972 0.918193 -0.932232 -0.116 0.040 -0.210 -0.51
C 0.055053 0.400665 -0.206312 -0.040 -0.028 0.202 0.90
H -0.314822 1.983142 1.166699 -0.067 -0.144 -0.057 0.25
H -0.450313 -0.799375 -0.284251 0.041 -0.105 -0.026 0.37
```
Forces are in eV/Å.

---

# 7
DFT (the ωB97M-V functional and the def2-TZVPD basis) results for a 2-piece molecular cluster, C4H8O overall in a non-equilibrium geometry.

The multiplicity is 1. As for the orbital gap: 8.5 eV. As for the charge: 0. The highest occupied orbital energy is -8.13 eV.

```
13
Properties=species:S:1:pos:R:3:forces:R:3:mulliken_charge:R:1
C -0.168334 -1.859115 0.188779 -0.516 -0.969 -0.228 0.02
C 0.099645 1.717113 -0.468610 -0.138 0.157 -0.059 -1.23
H -0.927087 1.697241 -0.851180 0.060 0.101 0.031 0.31
C 0.531410 0.305297 -0.124866 -0.372 -0.440 -1.530 -0.41
H -0.172278 -0.539899 1.904517 0.181 0.084 -0.410 0.32
H 1.565695 0.300150 0.303540 -0.539 -0.232 -0.838 0.19
H 0.073145 -2.733388 0.779620 -0.222 -0.355 0.419 0.36
C -0.354848 -0.499514 0.816904 -0.070 -0.466 -0.311 -0.43
H 0.082349 -0.724537 -1.264070 1.715 3.053 1.742 0.40
O -0.186780 -2.024907 -1.031853 -0.190 -0.531 1.098 -0.43
H -1.406244 -0.200398 0.678980 0.153 -0.132 -0.053 0.27
H 0.131077 2.458876 0.345332 0.053 -0.240 -0.008 0.32
H 0.732250 2.103080 -1.277093 -0.114 -0.031 0.146 0.31
```
Forces are in eV/Å.

---

# 8
DFT (the ωB97M-V functional and the def2-TZVPD basis) results for C4H8O as an isolated structure in a non-equilibrium geometry.

The multiplicity is 1. As for the orbital gap (alpha / beta): 8.3 / 8.8 eV. As for the charge: 0. The highest occupied orbital energy (alpha / beta) is -7.77 / -8.02 eV.

```
13
Properties=species:S:1:pos:R:3:forces:R:3:mulliken_charge:R:1
H -0.733146 -1.543887 2.153628 0.084 0.189 -0.018 0.23
C -0.403332 -0.997774 1.270217 0.121 -0.290 0.318 -0.33
H 0.668782 1.848335 -1.119578 -0.136 0.040 0.083 0.23
H -0.275199 3.062031 -0.215459 0.011 -0.172 -0.051 0.33
H -0.267506 1.361781 0.333645 0.010 0.173 -0.181 0.17
H -0.199120 -0.935925 -1.662860 0.065 -0.096 0.115 0.32
H 1.353437 -2.159758 0.750626 -0.034 0.085 -0.112 0.25
H 1.562109 -0.431126 0.315403 -0.081 -0.085 0.130 0.21
O -1.185984 -1.176099 0.158687 -1.151 0.136 0.185 -0.21
H -1.115373 1.811127 -1.170732 0.135 0.044 0.087 0.23
C -0.244796 2.019428 -0.543167 -0.015 -0.010 0.034 -0.95
C -0.148398 -1.351184 -0.660214 0.509 -0.087 -0.670 -0.23
C 0.839584 -1.241833 0.447736 0.482 0.074 0.081 -0.26
```
Forces are in eV/Å.

---

# 9
DFT (the ωB97M-V functional and the def2-TZVPD basis) results for a 2-piece molecular cluster, C4H8O overall in a non-equilibrium geometry.

The multiplicity is 1. As for the orbital gap: 9.6 eV. As for the charge: 0. The highest occupied orbital energy is -9.75 eV.

```
13
Properties=species:S:1:pos:R:3:forces:R:3:mulliken_charge:R:1
C -0.406242 1.371947 0.137279 -0.547 -1.309 3.640 -1.28
H -1.002750 -0.265044 -1.680018 2.325 0.276 3.101 0.22
O 2.056861 -1.105924 -0.675476 -0.305 -0.800 0.007 -0.47
C -0.043110 -0.060776 -0.229908 -2.815 1.182 -2.569 0.53
H 0.301770 1.669174 1.057938 -1.656 -0.434 -1.827 0.30
C -0.468044 -1.138556 0.720303 0.294 -0.257 0.049 -1.32
H 1.845762 0.752961 -1.218757 -1.286 -0.263 0.000 0.31
H -0.251915 2.050244 -0.648467 0.060 0.957 -0.966 0.42
C 1.318671 -0.163699 -0.798641 1.775 0.709 0.096 -0.09
H -1.514886 1.334270 0.502935 2.088 0.541 -0.640 0.30
H -0.416575 -1.076741 1.819169 1.110 0.801 -0.373 0.33
H 0.065054 -1.974853 0.351699 0.571 -1.334 0.271 0.39
H -1.484595 -1.393004 0.661944 -1.614 -0.069 -0.788 0.36
```
Forces are in eV/Å.

---

ΔE to the lowest compared entry with this formula, charge and spin per entry: 20.8, 46.3, 44.4, 37.2, 34.3, 145.2, 75.9, 102.6, 76.0 kcal/mol